Density functional theory data (ωB97M-V with the def2-TZVPD basis set) for 4 unconnected molecules or ions with the total composition C36H63BF9N2O14S2 at a distorted geometry.

The geometry in XYZ format:
```
127
Properties=species:S:1:pos:R:3:forces:R:3
S -3.29318 -3.22202 1.67811 -0.074 -0.233 0.027
S 1.10595 -0.91616 1.41779 0.330 -0.091 1.087
F 2.62302 -0.10903 -1.24464 0.001 0.109 0.012
F 2.23415 -3.11124 0.78657 0.171 0.016 -0.024
F 0.37769 -1.40198 -1.65747 -0.081 0.033 0.007
F 1.38679 -3.32511 -1.85284 0.037 -0.057 -0.049
F 0.10118 -3.09031 0.39927 -0.036 -0.158 0.054
F 4.03912 -3.30160 -1.32547 -0.038 -0.489 -0.057
F 2.62365 -1.33022 -3.04437 -0.018 -0.038 -0.009
F 4.98609 -1.57309 -2.17711 0.396 0.203 -0.316
F 4.39178 -1.55589 -0.10972 0.308 0.025 0.521
O 7.45848 -0.64116 4.04981 0.014 0.090 0.010
O 5.82637 -7.74443 1.88529 0.083 -0.010 0.130
O -2.19839 3.96502 5.07844 0.544 0.033 -0.493
O 0.54790 -1.42857 2.63732 -0.246 -0.088 -0.383
O -6.33038 1.38329 -0.81670 -0.131 0.013 0.081
O 2.39501 -0.29097 1.48121 -0.079 -0.096 -0.438
O 5.90769 2.13119 0.34593 -0.007 0.058 0.061
O -3.16001 4.69938 3.05945 0.755 -0.253 -0.482
O -4.42143 0.30819 -0.22460 0.264 -0.068 0.011
O 8.17035 -2.60568 3.38077 0.066 0.014 0.160
O -10.22226 3.12440 -3.75386 0.090 0.142 -0.192
O 5.13146 -5.78266 2.55097 -0.039 0.151 0.037
O -9.95939 1.03857 -4.37184 0.121 -0.034 0.164
O -9.43944 2.05521 -1.07612 0.125 -0.048 -0.053
N -0.50788 2.72611 1.25730 0.133 0.194 0.166
N -1.96687 -1.16683 0.39426 0.073 -0.040 0.582
C -10.74819 2.08396 -4.02583 -0.154 0.010 -0.058
C 5.33968 3.62816 -1.39334 -0.127 0.036 -0.186
C 2.61252 5.27872 -0.84590 -0.326 -0.432 -0.026
C 7.18634 -1.71629 3.58652 -0.089 0.007 -0.164
C 5.77504 -2.05915 3.16370 -0.124 -0.211 0.297
C -0.31153 3.28338 -0.14307 -0.250 0.559 -0.147
C -8.23990 2.72142 -1.45898 -0.153 -0.009 0.248
C 2.84401 4.18989 -1.92042 -0.213 0.525 -0.003
C 5.80790 1.82974 1.73196 -0.112 -0.062 -0.324
C 3.45495 -7.13701 1.55228 -0.076 -0.158 0.254
C 4.28450 4.10812 -2.41688 -0.082 -0.287 0.176
C -12.24923 1.92946 -4.04876 -0.008 -0.147 0.256
C -4.99551 1.17292 -1.15487 -0.153 -0.082 -0.195
C -0.06142 0.31042 0.79821 -0.143 0.877 0.280
C -7.14658 1.79028 -1.92840 0.422 0.324 0.404
C 5.51344 -9.19928 -0.05551 -0.019 0.148 -0.020
C 4.84900 -6.84021 2.05365 -0.022 0.005 -0.176
C -11.01540 -0.49700 -5.95589 -0.009 0.122 -0.032
C 4.08042 -1.98211 -1.31818 -0.441 0.406 0.065
C -1.51562 0.00746 1.13943 -0.214 -0.254 -0.502
C -2.53940 -2.07189 0.97058 0.002 0.282 -0.321
C 5.58455 -9.08983 1.45264 -0.020 -0.160 -0.121
C 4.82363 2.86637 -0.18311 0.508 -0.068 -0.008
C 7.89902 -3.94928 2.95842 -0.011 -0.218 -0.131
C 1.23192 -2.39964 0.27719 -0.243 0.172 -0.226
C 1.73701 4.77398 0.30785 0.055 0.184 -0.181
C -3.87766 0.94222 0.90934 -0.294 0.272 -0.185
C -2.37782 1.21788 0.74376 0.339 -0.460 0.371
C 2.69951 -1.37247 -1.70297 -0.047 -0.255 -0.524
C 1.43191 -2.13878 -1.24313 0.123 0.068 0.297
C 7.77230 -4.04638 1.45326 0.016 0.128 -0.062
C -1.95818 2.43179 1.57321 -0.463 -0.184 -0.474
C -2.19921 2.31541 3.07624 0.180 0.668 0.123
C 0.23867 4.70293 -0.07448 0.369 -0.096 0.521
C 0.38577 1.57095 1.56809 0.274 -0.265 -0.300
C -10.47180 -0.28572 -4.55886 -0.062 -0.118 -0.093
B -2.51417 3.72082 3.77255 -0.386 0.107 0.336
H 2.20608 4.43021 -2.77380 0.003 -0.141 -0.098
H 6.93299 -3.45622 1.08237 -0.060 -0.058 0.031
H 6.44388 2.50524 2.30213 -0.022 0.022 0.145
H -1.49996 3.38508 5.39995 -0.255 -0.066 0.346
H -4.07683 0.30258 1.76939 0.048 -0.065 0.041
H -12.61781 2.28377 -5.01070 -0.005 0.004 -0.019
H 4.30287 3.43312 -3.27260 -0.010 0.042 -0.095
H -9.30720 1.10982 -1.18847 -0.048 0.015 0.058
H 5.61230 -1.66242 2.16297 -0.017 0.015 -0.042
H 5.39245 -10.24067 -0.35281 0.012 -0.013 0.010
H -11.86366 0.15596 -6.15954 -0.039 -0.033 0.031
H 5.09228 -1.56606 3.85188 0.032 0.134 -0.067
H 7.02513 -4.34749 3.46935 -0.010 -0.007 -0.049
H -0.21694 3.48801 1.87256 0.012 -0.057 0.117
H 6.42859 -8.81233 -0.50291 0.027 -0.042 0.009
H 6.43543 -9.65396 1.82858 0.031 0.052 0.033
H -4.39329 1.89414 1.07788 -0.072 -0.005 0.119
H 6.13341 0.80639 1.88531 0.177 -0.068 0.090
H -6.52094 2.33681 -2.63855 -0.027 -0.097 -0.178
H -1.28633 3.30890 -0.62339 -0.010 -0.244 -0.010
H 3.55870 5.65694 -0.46310 0.058 -0.017 0.029
H -11.20783 -0.52380 -3.78999 -0.017 0.027 -0.011
H -9.61616 -0.93852 -4.39063 0.039 0.041 0.009
H 2.09443 3.77920 0.58102 0.077 -0.073 0.148
H -1.36175 1.86495 3.61090 -0.070 -0.335 -0.079
H 0.39133 1.37961 2.63844 -0.139 0.114 0.059
H -2.19721 1.37608 -0.32199 -0.102 0.230 -0.047
H 2.49551 3.22277 -1.55197 0.116 -0.122 0.028
H 6.03049 2.95419 -1.89853 0.092 0.044 -0.023
H 4.67903 -8.62782 -0.46288 -0.041 -0.045 0.015
H 5.93289 4.47141 -1.04320 0.065 -0.001 0.085
H 4.55722 5.09823 -2.78122 0.101 -0.002 -0.126
H 0.05229 5.20421 -1.02287 0.031 -0.105 -0.112
H 2.74778 -6.64385 2.21429 0.034 0.116 -0.046
H 8.67709 -3.66753 0.97663 0.024 -0.037 0.011
H 4.45916 3.57201 0.57151 -0.241 -0.054 0.039
H 5.54326 -3.12166 3.16338 0.028 0.016 -0.124
H 4.03606 2.15641 -0.46100 -0.243 0.062 0.053
H -10.24521 -0.27770 -6.69487 0.021 -0.039 0.005
H -2.51482 3.29845 1.21228 0.079 0.076 -0.033
H 4.69703 -9.49399 1.94040 -0.023 0.038 -0.011
H -7.88203 3.27594 -0.58835 0.155 -0.005 0.005
H 2.07766 6.10916 -1.30861 0.239 0.251 0.043
H 3.20517 -8.19371 1.51735 0.040 0.005 -0.096
H -1.59630 -0.17139 2.21346 0.018 -0.026 0.070
H -0.33594 5.26941 0.66599 -0.230 -0.024 -0.080
H -11.33967 -1.52973 -6.08402 0.010 -0.011 0.008
H 0.05056 0.51174 -0.26584 0.153 -0.446 -0.117
H -3.06881 1.68124 3.25047 0.000 -0.119 0.054
H 0.35809 2.62855 -0.69143 0.002 -0.091 -0.034
H 3.35248 -6.71547 0.55273 0.011 0.001 -0.023
H -2.79244 5.57097 3.24626 -0.571 0.164 0.356
H -8.44689 3.44635 -2.24397 -0.293 -0.140 -0.108
H -12.60216 0.91477 -3.88641 0.005 -0.002 -0.102
H 1.88065 5.40871 1.18289 -0.087 0.045 0.010
H 8.75529 -4.53103 3.29473 0.061 0.100 0.044
H -4.90472 0.70863 -2.14106 -0.019 -0.139 0.040
H -12.65917 2.55942 -3.26415 0.034 0.109 -0.064
H -4.45625 2.13587 -1.18010 0.046 0.045 0.040
H 7.62028 -5.08303 1.15418 -0.011 -0.016 0.037
H 1.39737 1.84341 1.28435 0.041 0.076 -0.030
H -7.55646 0.89433 -2.40027 -0.018 0.042 -0.247
H 4.77366 1.89968 2.07754 -0.052 0.045 0.071
```
Forces are in eV/Å.

Values from the calculation:
LUMO level   -2.82 eV
Orbital gap   8.38 eV
Spin multiplicity   1
Charge   +1

Mulliken population analysis, charges in e, atoms 1 to 99: -0.3553 1.4149 -0.1540 -0.1410 -0.2349 -0.2679 -0.2252 -0.2233 -0.3151 -0.2572 -0.1836 -0.5907 -0.3927 -0.5327 -0.7120 -0.2748 -0.3821 -0.4404 -0.5612 -0.3135 -0.3567 -0.5460 -0.5073 -0.3540 -0.5019 0.4245 -0.5278 0.8926 -0.9475 -1.4048 0.6576 -0.2706 -0.0892 -0.4656 0.5897 -0.4423 -1.0445 -1.1380 -1.1441 -0.5118 0.5741 -0.5231 -1.0005 0.7725 -1.0305 0.4575 -0.4512 0.5438 -0.4059 0.7534 -0.4290 0.5069 0.3833 -1.7879 1.0280 0.6000 0.4652 -0.4264 -0.6144 -1.1877 -1.4489 -2.9097 -0.4382 0.6684 0.5117 -0.1774 0.3191 0.3331 0.4138 0.2922 0.4215 0.3201 -0.2884 0.3803 0.2770 0.3943 0.3735 0.6850 0.2998 0.3255 0.5127 0.0720 0.3811 0.3210 0.5378 0.3847 0.3433 -0.3807 0.2102 0.2358 0.5004 -0.6610 0.3519 0.2608 0.3542 0.3066 0.6912 0.3140 0.3734